1.
Formula: C38H45BF6N7O6PtS3
Source: OMol25
Level of theory: the ωB97M-V functional and the def2-TZVPD basis

Results
- expectation value of S² = 2.004
- gap between HOMO and LUMO (alpha / beta) (eV) = 7.55 / 7.06
- calculated total energy (eV) = -115588.8220
- E_HOMO (alpha / beta) (eV) = -5.18 / -5.41
- charge = -1
- ΔE to the lowest compared entry with this formula, charge and spin (kJ/mol) = 67.3
- spin multiplicity = 3

Positions of all 107 atoms, in Å:
C -1.3123 -2.9933 -3.2728
C 3.8338 0.8192 -2.9178
H -1.6872 0.3517 4.4633
H 1.7376 4.5523 0.4652
C -2.9441 -2.3109 3.0410
N -0.9030 -0.3887 2.5892
Pt -0.0907 -0.7760 -0.4627
H -3.7239 -3.2333 4.8448
F -0.3229 -2.0819 -3.2376
H -3.6207 3.2936 -2.3034
C -0.3071 5.0029 2.2930
H -2.2270 1.9743 -5.0406
C 4.0864 1.5675 -4.0538
C 5.6187 -0.1313 -4.8156
F -2.4224 -2.3619 -3.6731
H -0.2304 5.2450 -0.6267
S 2.7955 1.4647 -1.6313
F 2.3575 -2.5261 -2.6803
S -1.4058 -3.8134 -1.5780
H -4.4372 1.5514 1.5761
O 2.8978 -1.1720 1.1307
C 2.0834 -0.9792 3.4563
F 3.6541 -3.3310 -1.1501
C -3.7321 -2.2578 4.3554
H -2.4705 2.4647 2.9992
C -4.9201 1.7169 0.6127
H -2.6955 -0.3695 -0.9678
B -0.8992 0.1068 1.2195
O 3.4359 1.0716 -0.3840
C 2.4551 -3.4755 -1.7325
C 0.8627 -1.9192 3.4639
H -3.6325 -4.3156 2.5323
C -3.9656 1.3579 -0.5361
F 2.4658 -4.6551 -2.3492
N 1.3707 0.6800 -1.6384
H -1.9166 5.0577 -2.4100
C 3.1757 -1.4486 2.4762
H 3.5848 2.5186 -4.1613
C 1.1464 -3.1910 3.9647
C 1.5330 3.7333 1.1550
C 4.9801 1.0984 -4.9978
H 5.2082 1.6847 -5.8802
C -2.8328 3.3180 -1.5585
H -3.0134 -1.3320 2.5693
H 2.1629 3.8538 2.0385
H -4.5166 1.5149 -1.4698
C 0.1808 -4.1624 4.1004
H 7.0949 -1.3654 -5.4828
C 5.3445 -0.8771 -3.6658
S 1.0270 -3.2704 -0.4791
N 0.8269 1.7454 -3.6672
H -1.8936 -4.6267 3.9224
H 2.7814 1.0517 3.4284
C -3.6236 -0.1326 -0.4550
N -0.7896 0.6213 -2.3377
C 4.4597 -0.4013 -2.7191
O 1.5090 -4.0619 0.6434
H -4.4223 -0.7245 -0.9060
H -4.5800 -3.0090 1.8119
C 0.4749 1.0392 -2.5780
C -2.8022 2.3401 -0.5682
H 1.8139 2.8130 0.6577
H 0.4522 -5.1499 4.4501
H -0.0426 5.8673 1.6816
C -1.7702 2.3990 0.3833
C -1.4833 -2.6132 3.3206
C -1.8879 4.3275 -1.6106
H 3.2846 -2.5300 2.5512
H -5.8036 1.0770 0.5600
H 6.8969 0.0387 -6.4064
H -3.5120 -0.4599 0.5771
F -0.9926 -3.8829 -4.2162
N 0.0640 -4.2617 -1.3874
O 2.6595 2.8822 -1.8333
C -1.4613 1.7067 -4.3293
H -3.2960 -1.5308 5.0421
H 4.2576 -0.9503 -1.8100
H 0.1737 2.6540 -5.3716
C -1.9559 1.5748 2.6765
H -2.7252 0.5706 -2.9957
H 3.2358 -0.2765 0.9224
C 0.0687 3.7000 1.5736
C -0.9373 4.4253 -0.6125
N 6.4782 -0.6310 -5.7848
H 0.2243 5.0838 3.2428
H -2.9729 -3.3917 1.1701
H -0.0517 2.8764 2.2749
C -1.5677 0.5163 3.4055
C -0.8815 3.4859 0.4093
H 2.1656 -3.4194 4.2505
H 5.8436 -1.8274 -3.5198
C 1.8470 0.5163 3.2471
C -1.1333 -3.8667 3.7925
H 4.1201 -0.9706 2.7638
N -1.5988 1.3729 1.3526
C -1.7290 0.9435 -3.2056
H 2.5368 -1.1086 4.4470
H -1.3793 5.0492 2.4930
H 1.0871 0.8980 3.9274
H -4.7687 -1.9736 4.1635
C -0.1370 2.0769 -4.5057
C -0.4792 -1.6433 3.1175
O -1.8446 -2.7370 -0.7017
H 1.5320 0.7143 2.2266
O -2.3315 -4.8841 -1.7869
H -5.2337 2.7608 0.5539
C -3.5690 -3.3250 2.0787

These are the Mulliken partial charges, in e, on atoms 1 to 4:
1. C 0.623
2. C -0.714
3. H 0.500
4. H 0.450

***

2.
Formula: CH2N2OS2
Source: OMol25
Level of theory: the ωB97M-V functional and the def2-TZVPD basis

Results
- gap between HOMO and LUMO (alpha / beta) (eV) = 7.28 / 6.83
- calculated total energy (eV) = -27763.1593
- E_HOMO (alpha / beta) (eV) = -8.99 / -8.75
- charge = 0
- ΔE to the lowest compared entry with this formula, charge and spin (kJ/mol) = 302.0

Positions of all 8 atoms, in Å:
H -0.2885 1.9404 0.3345
N 0.0039 -1.2540 -0.5031
H 0.8406 -1.7366 -0.1885
S -3.0263 -0.3136 -0.1481
O -2.0169 0.9977 -0.3139
N 0.1174 -0.0417 -0.0142
C -0.7415 0.8635 -0.0420
S -0.9276 -1.5890 -1.8452

These are the Mulliken partial charges, in e, on atoms 1 to 4:
1. H 0.245
2. N -0.084
3. H 0.282
4. S -0.042